Entry 1:
ORCA calculation (ωB97M-V/def2-TZVPD) on a 3-piece molecular cluster, C4H15NO2 overall in a non-equilibrium geometry.

CARTESIAN COORDINATES (ANGSTROEM)
O  -1.100  2.093  2.862
O  3.064  -0.405  -2.269
N  -0.582  -0.038  -1.115
C  -0.878  -0.700  0.142
C  0.454  -1.230  0.735
C  1.201  -0.077  1.411
C  -1.827  0.155  -1.916
H  1.786  0.674  0.859
H  -0.185  0.882  -1.044
H  -1.264  1.922  1.924
H  0.507  0.426  2.078
H  -2.495  -0.683  -1.751
H  2.442  -0.225  -1.530
H  -1.425  -0.024  0.818
H  2.661  -0.749  -3.062
H  0.976  -1.718  -0.083
H  2.110  -0.413  1.940
H  -2.363  1.066  -1.625
H  -1.568  0.269  -2.969
H  0.207  -1.972  1.495
H  -1.528  -1.570  0.060
H  -0.194  2.318  3.041

For the HOMO-LUMO gap, the calculation gives 0.3608 hartree. The HOMO energy is -0.33597 Ha. The SMILES is CCCNC.O.O.



Entry 2:
ORCA calculation (ωB97M-V/def2-TZVPD) on a 3-piece molecular cluster, C4H15NO2 overall in a non-equilibrium geometry.

CARTESIAN COORDINATES (ANGSTROEM)
O  -1.132  -0.542  2.153
O  -0.252  2.483  3.832
N  0.545  -0.703  -1.366
C  -1.699  -1.317  -2.075
C  -0.605  -0.264  -2.186
C  1.161  0.454  -0.641
C  2.197  -0.101  0.417
H  -0.522  -1.205  2.497
H  -1.070  2.847  4.181
H  3.125  0.454  0.399
H  2.386  -1.107  0.106
H  0.169  -1.395  -0.709
H  -0.455  -0.128  -3.246
H  0.388  1.029  -0.083
H  1.686  -0.156  1.375
H  1.635  0.950  -1.490
H  0.353  3.200  3.627
H  -0.893  -0.478  1.225
H  -2.119  -1.323  -1.043
H  -0.918  0.709  -1.757
H  -1.422  -2.303  -2.483
H  -2.556  -1.106  -2.735

For the HOMO-LUMO gap (alpha / beta), the calculation gives 0.3938 / 0.1937 hartree. The HOMO energy (alpha / beta) is -0.50805 / -0.50804 Ha. As for the total charge: +1. The spin multiplicity is 2.



Entry 3:
ORCA calculation (ωB97M-V/def2-TZVPD) on a 3-piece molecular cluster, C4H15NO2S overall in a non-equilibrium geometry.

CARTESIAN COORDINATES (ANGSTROEM)
S  -1.035  -0.752  1.925
O  2.519  -0.335  2.262
O  -0.938  2.976  -2.592
N  -0.832  0.448  -1.778
C  0.279  -1.246  -0.266
C  0.144  0.281  -0.705
C  -0.990  -1.723  0.481
C  1.556  0.727  -1.142
H  1.126  -1.245  0.388
H  -0.103  2.925  -3.106
H  -1.723  -1.676  -0.192
H  -0.780  -0.253  -2.533
H  -1.837  0.485  -1.602
H  -1.757  -1.540  2.775
H  -0.981  -2.757  0.752
H  -0.066  0.985  0.240
H  2.132  -0.109  -1.654
H  1.827  -0.245  2.853
H  0.599  -1.993  -1.070
H  2.206  0.878  -0.331
H  3.053  0.433  2.145
H  -1.369  2.048  -2.804
H  1.468  1.597  -1.792

For the HOMO-LUMO gap, the calculation gives 0.3536 hartree. The HOMO energy is -0.32963 Ha. The SMILES is C[C@@H](N)CCS.O.O.



Entry 4:
ORCA calculation (ωB97M-V/def2-TZVPD) on a 4-piece molecular cluster, C4H15NO3 overall in a non-equilibrium geometry.

CARTESIAN COORDINATES (ANGSTROEM)
O  -0.784  -1.482  -1.844
O  2.559  -0.129  -2.389
O  -1.711  -2.007  0.441
N  -1.625  1.472  -0.323
C  1.211  0.633  1.074
C  -0.987  1.788  1.061
C  -0.144  0.729  1.801
C  1.903  -0.471  0.679
H  -0.446  -1.542  -2.687
H  -0.895  1.568  -1.167
H  -0.750  -1.817  0.350
H  -1.770  -1.691  -1.908
H  -1.947  1.821  1.714
H  -1.721  -2.943  0.135
H  -1.868  0.553  -0.323
H  -0.686  -0.181  1.651
H  1.489  -1.439  0.842
H  1.959  -0.617  -1.912
H  -0.373  2.759  0.959
H  1.643  1.579  1.028
H  2.651  -0.470  -0.007
H  0.042  1.112  2.866
H  2.249  0.776  -2.041

For the HOMO-LUMO gap, the calculation gives 0.3531 hartree. The HOMO energy is -0.34056 Ha. The SMILES is C=CCCN.O.O.O.



Entry 5:
ORCA calculation (ωB97M-V/def2-TZVPD) on a 4-piece molecular cluster, C4H15NO3 overall in a non-equilibrium geometry.

CARTESIAN COORDINATES (ANGSTROEM)
O  -1.844  -0.229  2.771
O  -3.565  -0.217  0.088
O  0.362  0.808  -3.930
N  0.266  -0.838  0.162
C  1.630  -1.211  0.657
C  1.621  1.075  -0.274
C  2.521  -0.001  0.404
C  0.200  0.584  -0.144
H  1.792  1.999  0.277
H  1.577  -1.629  1.660
H  -0.328  0.708  -1.093
H  1.964  -2.012  -0.001
H  -0.417  -1.095  0.870
H  1.166  0.325  -3.693
H  -0.152  0.756  -3.114
H  2.945  0.405  1.321
H  -1.913  -1.167  3.016
H  2.002  1.262  -1.267
H  -0.386  1.138  0.584
H  -1.232  0.151  3.414
H  -3.097  -0.763  0.737
H  -4.057  0.398  0.643
H  3.361  -0.263  -0.234

For the HOMO-LUMO gap, the calculation gives 0.3210 hartree. The HOMO energy is -0.31416 Ha. The SMILES is C1CCNC1.O.O.O.



Entry 6:
ORCA calculation (ωB97M-V/def2-TZVPD) on a 3-piece molecular cluster, C4H15NO3 overall in a non-equilibrium geometry.

CARTESIAN COORDINATES (ANGSTROEM)
O  1.407  1.360  3.182
O  0.952  -0.315  -2.208
O  3.031  0.017  0.725
N  -0.910  0.222  -0.193
C  -0.335  -0.992  -2.286
C  -2.016  0.621  0.724
C  0.104  -0.587  0.618
C  -1.463  -0.279  -1.443
H  0.585  0.920  3.496
H  -1.590  1.216  1.576
H  0.944  -0.845  0.043
H  -1.785  0.521  -2.186
H  -0.755  -1.174  -3.301
H  3.948  0.005  0.846
H  1.465  1.258  2.217
H  -2.339  -0.936  -1.321
H  -0.298  -1.524  1.044
H  2.922  0.661  0.062
H  -2.544  -0.239  0.973
H  0.538  0.084  1.441
H  -2.454  1.369  0.224
H  0.833  0.595  -2.354
H  -0.242  -1.959  -1.880

For the HOMO-LUMO gap, the calculation gives 0.3374 hartree. The HOMO energy is -0.31196 Ha. The SMILES is CN(C)CCO.O.O.



Entry 7:
ORCA calculation (ωB97M-V/def2-TZVPD) on a 4-piece molecular cluster, C4H15NO3 overall in a non-equilibrium geometry.

CARTESIAN COORDINATES (ANGSTROEM)
O  -0.623  -2.390  -0.870
O  -0.938  0.955  2.104
O  -2.357  -1.204  1.017
N  0.972  0.457  0.614
C  0.220  0.579  -0.572
C  1.065  0.240  -1.834
C  1.358  -0.869  0.954
C  -0.380  1.981  -0.679
H  -1.021  2.058  -1.542
H  1.364  -0.807  -1.808
H  1.937  0.927  -1.844
H  0.267  0.811  1.467
H  0.453  0.382  -2.723
H  -1.841  -0.486  1.487
H  -1.018  -3.199  -1.144
H  -0.960  2.193  0.170
H  0.404  2.726  -0.776
H  -0.632  -0.180  -0.576
H  1.753  -1.423  0.090
H  -1.716  -1.639  0.396
H  0.467  -1.422  1.262
H  2.109  -0.841  1.736
H  -0.883  1.150  3.074

For the HOMO-LUMO gap, the calculation gives 0.1542 hartree. The HOMO energy is -0.33338 Ha.



Entry 8:
ORCA calculation (ωB97M-V/def2-TZVPD) on a 3-piece molecular cluster, C4H15NO3 overall in a non-equilibrium geometry.

CARTESIAN COORDINATES (ANGSTROEM)
O  0.633  -2.342  0.527
O  0.047  1.936  -2.325
O  2.399  1.263  -1.115
N  -0.126  0.073  2.439
C  -0.449  0.863  1.229
C  -0.293  -1.803  -0.462
C  -1.510  0.339  0.332
C  -1.490  -1.126  0.198
H  1.571  -2.329  0.356
H  0.162  -0.842  2.245
H  -1.494  -1.666  1.219
H  0.381  -1.135  -0.964
H  -0.542  -2.599  -1.218
H  -0.477  2.731  -2.662
H  2.090  1.806  -1.880
H  -0.699  1.950  1.577
H  0.490  1.141  0.722
H  2.707  1.909  -0.560
H  0.728  0.400  2.835
H  -2.609  0.515  0.869
H  -2.421  -1.170  -0.433
H  -1.464  0.938  -0.637
H  0.278  1.340  -3.014

For the HOMO-LUMO gap (alpha / beta), the calculation gives 0.4061 / 0.2010 hartree. The HOMO energy (alpha / beta) is -0.51787 / -0.51596 Ha. As for the total charge: +1. The spin multiplicity is 2.



Entry 9:
ORCA calculation (ωB97M-V/def2-TZVPD) on one molecule with the formula C4H15NSi2 in a non-equilibrium geometry.

CARTESIAN COORDINATES (ANGSTROEM)
Si  1.355  -0.756  -0.639
Si  -1.513  0.384  -0.007
N  0.189  0.526  -0.443
C  -1.903  0.792  1.701
C  -2.473  1.254  -1.412
C  1.177  -2.071  0.777
C  3.187  0.039  -0.453
H  1.331  -1.231  -1.980
H  3.415  0.519  -1.388
H  0.110  -1.890  1.083
H  -1.595  -1.054  -0.120
H  1.214  -3.046  0.338
H  -3.395  0.744  -1.556
H  -1.887  1.257  -2.306
H  -2.885  2.315  -1.153
H  3.960  -0.674  -0.182
H  1.877  -2.016  1.634
H  -1.054  0.683  2.255
H  -2.677  0.139  2.100
H  0.497  1.424  -0.549
H  -2.118  1.892  1.995
H  3.186  0.768  0.306

For the HOMO-LUMO gap, the calculation gives 0.3724 hartree. The HOMO energy is -0.33960 Ha. The SMILES is C[SiH](C)N[SiH](C)C.



Entry 10:
ORCA calculation (ωB97M-V/def2-TZVPD) on a 4-piece molecular cluster, C4H15O4 overall in a non-equilibrium geometry.

CARTESIAN COORDINATES (ANGSTROEM)
O  -1.003  -1.884  -2.252
O  1.525  1.873  -1.010
O  0.181  0.274  -2.472
O  0.370  -2.656  0.476
C  0.238  1.588  1.881
C  0.507  -1.408  1.137
C  -0.734  0.935  0.904
C  -0.834  -0.579  0.943
H  0.830  0.808  2.349
H  -0.217  2.197  2.665
H  -1.392  -0.897  1.830
H  0.061  -2.493  -0.420
H  -1.759  1.303  0.967
H  -1.311  -1.028  0.085
H  0.533  -1.576  2.196
H  -0.961  -2.494  -2.981
H  1.231  1.097  -1.621
H  1.992  2.469  -1.601
H  0.932  2.242  1.355
H  -0.542  -0.926  -2.442
H  1.376  -0.923  0.690
H  -0.460  1.207  -0.120
H  -0.563  0.871  -2.559

For the HOMO-LUMO gap, the calculation gives 0.3227 hartree. The HOMO energy is -0.17820 Ha. As for the total charge: -1.



Entry 11:
ORCA calculation (ωB97M-V/def2-TZVPD) on C4H16BCl2CrO4S as an isolated structure in a non-equilibrium geometry.

CARTESIAN COORDINATES (ANGSTROEM)
Cr  -24.197  5.809  24.100
Cl  -22.146  5.993  22.714
Cl  -26.338  4.872  23.196
S  -22.922  2.536  24.597
O  -23.730  3.745  24.523
O  -22.756  2.021  22.941
O  -24.878  7.927  23.099
O  -23.493  1.472  25.408
C  -21.900  0.895  22.731
C  -21.085  3.003  25.024
C  -21.069  1.469  21.609
C  -25.651  8.753  24.005
B  -24.156  6.145  26.322
H  -26.733  8.666  23.909
H  -21.145  3.513  25.986
H  -20.632  3.783  24.413
H  -25.416  8.388  25.005
H  -21.245  0.657  23.568
H  -23.818  6.819  25.551
H  -20.416  2.312  21.837
H  -20.366  0.677  21.353
H  -24.785  5.392  25.871
H  -23.211  5.688  26.572
H  -25.202  8.221  22.245
H  -20.407  2.160  25.151
H  -21.660  1.726  20.730
H  -24.624  6.704  27.118
H  -22.443  0.023  22.365
H  -25.458  9.825  23.977

For the HOMO-LUMO gap (alpha / beta), the calculation gives 0.3179 / 0.1497 hartree. The HOMO energy (alpha / beta) is -0.31552 / -0.34408 Ha. The spin multiplicity is 6.



Entry 12:
ORCA calculation (ωB97M-V/def2-TZVPD) on C4H16BrN8O4Y as an isolated structure in a non-equilibrium geometry.

CARTESIAN COORDINATES (ANGSTROEM)
Y  -6.715  22.705  -8.394
Br  -4.661  24.064  -7.127
O  -7.650  26.926  -7.086
O  -5.230  22.290  -10.168
O  -3.579  20.970  -4.189
O  -1.517  26.912  -3.212
N  -3.291  23.468  -10.538
N  -3.127  26.324  -4.684
N  -5.497  27.552  -7.250
N  -7.161  28.677  -8.453
N  -2.175  21.756  -5.770
N  -4.004  21.824  -12.011
N  -1.333  20.740  -3.827
N  -1.744  24.699  -3.684
C  -6.828  27.694  -7.576
C  -2.083  26.025  -3.812
C  -4.160  22.496  -10.867
C  -2.424  21.137  -4.558
H  -3.108  21.880  -12.469
H  -4.696  21.168  -12.329
H  -1.501  20.486  -2.870
H  -8.136  28.924  -8.508
H  -2.976  22.142  -6.221
H  -2.296  24.016  -4.165
H  -4.774  28.013  -7.773
H  -3.196  27.309  -4.876
H  -5.345  26.671  -6.800
H  -1.025  24.499  -3.016
H  -0.421  21.047  -4.113
H  -1.265  21.838  -6.186
H  -3.494  25.693  -5.369
H  -6.556  29.459  -8.646
H  -3.418  23.909  -9.641
H  -2.463  23.549  -11.105

For the HOMO-LUMO gap, the calculation gives 0.1204 hartree. The HOMO energy is -0.50292 Ha. As for the total charge: +2.